Entry 1:
64
Properties=species:S:1:pos:R:3:forces:R:3 method="wB97M-V/def2-TZVPD" spin_multiplicity=2 e_lumo_ev="0.613 / 0.612"
O 1.3220 -0.4885 -1.7229 -0.5903 -0.6182 1.5798
C 0.8772 -1.6850 -2.4332 0.5811 0.8078 -0.3872
C 2.2760 -1.7598 -3.1178 -0.6484 0.6098 1.3078
H 0.0496 -1.4010 -3.1286 0.5989 -0.1419 0.2333
H 0.4852 -2.5377 -1.8047 0.7131 1.2124 -0.6119
C 2.4839 -0.1753 -2.5534 -0.9567 -1.3073 -0.6801
H 2.2151 -2.2698 -4.0851 0.6425 0.9964 -0.3455
H 2.9521 -2.3295 -2.4698 -0.1268 -0.0138 -0.1474
C 1.9968 1.0723 -3.2882 0.6955 0.9104 -0.9934
H 0.9131 1.2548 -3.2316 1.0183 -0.3284 0.0529
H 2.2870 1.1646 -4.3452 0.1122 -0.2896 0.2026
H 2.4981 1.9160 -2.7851 -0.4043 -0.0768 -0.2497
C 3.7937 0.2371 -1.8011 0.7818 -0.4837 -0.7656
H 4.4403 -0.5386 -1.3679 -1.0002 -0.2377 0.4750
H 3.5897 1.0568 -1.0961 -0.0587 -0.6309 -0.1276
H 4.5746 0.6347 -2.4881 -1.0100 0.1761 -0.3101
Ti 0.3715 0.0241 0.9240 4.3811 -0.8049 -1.3933
C 2.2490 -1.3244 2.1065 -0.4458 -1.2245 -0.3429
C 0.9296 -1.7952 2.3518 0.6532 -0.0603 -0.9730
C 0.4409 -2.4342 1.1597 0.7821 -0.3167 0.8059
H 0.4910 -1.8894 3.3183 -0.1109 0.3921 -0.0623
C 1.5487 -2.5414 0.2857 0.3763 0.3122 0.5964
C 2.6275 -1.7874 0.8057 -0.7948 -0.5932 0.8385
H 3.6120 -1.7424 0.3799 0.1062 0.2337 -0.1355
H 2.8853 -0.9021 2.8876 -0.1761 0.0505 -0.5755
H -0.5342 -2.9019 1.0759 0.2986 -0.0909 -0.0611
H 1.6318 -3.2522 -0.5215 -0.0731 0.4180 -0.2639
C 1.4958 1.4084 2.2930 -0.7905 1.1102 -0.0058
C 2.3938 1.5413 1.1858 -0.6620 1.1223 0.7908
C 1.7690 2.3719 0.2257 -0.7452 -1.3720 0.6233
H 3.4223 1.2317 1.2237 0.1100 -0.0791 -0.1845
C 0.3983 2.4905 0.5623 0.3093 0.7724 1.2679
C 0.2567 2.0305 1.9068 1.5554 0.8915 0.1083
H -0.5301 2.2989 2.5920 -0.0058 -0.3845 -0.3629
H 1.7153 1.0648 3.3053 -0.0208 -0.0283 -0.6481
H 2.2643 2.9533 -0.5094 0.2529 -0.2537 -1.1553
H -0.3855 2.9961 0.0163 0.2277 0.0505 -0.0596
O -1.4618 0.9744 -1.2769 -1.9632 -0.6723 -1.3159
C -1.3554 1.1793 -2.7146 0.0295 0.4525 -0.7064
C -2.6562 0.7476 -3.4385 0.5752 0.2245 -0.2383
H -0.5214 0.5909 -3.1369 -0.6283 0.2360 0.7146
H -1.1903 2.2548 -3.0183 0.1856 -0.8410 0.9727
C -3.5614 0.2023 -2.3452 -0.4201 -0.4720 -0.1977
H -2.4014 -0.0127 -4.1975 -0.2812 0.2931 0.3053
H -3.0809 1.6143 -3.9689 0.0025 -0.3857 0.2361
C -2.8352 0.4363 -1.0244 0.4081 0.0899 0.5575
H -3.7334 -0.8697 -2.5062 0.0978 0.1930 0.1254
H -4.5604 0.6616 -2.3669 0.3788 0.0055 0.1274
H -2.8015 -0.4780 -0.4133 0.7279 0.4706 -0.8408
H -3.4059 1.1227 -0.3861 0.4007 0.3475 -0.2102
C -2.6138 1.2633 3.1183 -0.6551 0.6440 0.2375
C -2.0209 -0.0852 2.8492 1.2983 -1.2780 -0.7764
O -1.1277 -0.0818 1.7770 -3.9474 -0.5304 2.1028
C -1.3773 -0.5720 4.1993 0.9158 0.0662 0.8637
F -2.1523 -0.1919 5.2447 0.3288 -0.1654 -0.4754
F -1.2144 -1.9142 4.3380 -0.1785 1.1883 0.0431
F -0.1482 0.0233 4.3886 -1.4603 -0.5552 -0.1112
C -3.0516 -1.1616 2.4584 -1.0485 -0.4705 -0.5593
F -4.0614 -1.2395 3.3470 0.2648 -0.0142 -0.1123
F -3.6222 -0.8445 1.2517 0.1717 -0.4294 1.4774
F -2.5322 -2.4079 2.3371 -0.4151 1.0772 -0.2195
H -1.9825 1.8426 3.7958 -0.0959 -0.1148 -0.1518
H -3.5557 1.1132 3.6240 -0.3624 0.1788 0.1555
H -2.7818 1.8405 2.2086 0.0946 -0.2683 -0.0445

---

Entry 2:
18
Properties=species:S:1:pos:R:3:forces:R:3 method="wB97M-V/def2-TZVPD" smiles="C[C@@H]1C[C@H]2SC=C[C@@H]12" e_lumo_ev=0.998
C -2.3351 -0.1169 0.1375 0.4922 -3.2205 0.8752
C -0.8461 -0.1131 -0.4512 -2.5127 0.3576 2.9130
C -0.0052 -1.3856 -0.4392 2.1302 0.5604 -4.0846
C 0.9470 -0.8130 0.6130 -0.9171 0.3435 -1.8367
S 2.6116 -0.6879 -0.0080 1.0468 1.7064 0.3763
C 2.4204 1.1245 -0.2433 -0.3518 -1.4245 -0.3516
C 1.1658 1.5356 -0.0566 1.4333 -3.0432 0.4092
C 0.1771 0.5630 0.5007 1.2228 -0.7701 0.8734
H -2.4202 -0.4392 1.1943 0.8296 0.5771 -0.0162
H -3.0677 -0.8891 -0.2021 1.0267 0.1123 -0.9310
H -2.9363 0.7323 0.0603 -0.2032 2.0364 -0.3140
H -0.9102 0.4719 -1.2972 0.0179 0.6214 -2.4220
H -0.4600 -2.3760 -0.4157 0.0119 0.1583 0.4013
H 0.7397 -1.3287 -1.4317 -2.4174 -0.5846 2.0304
H 0.9326 -1.4084 1.4505 0.0034 -0.6762 2.5181
H 3.2718 1.6889 -0.6308 -0.4039 -0.1712 0.1920
H 0.8820 2.4777 -0.2358 -0.9551 3.5817 -0.5885
H -0.1671 0.9640 1.4553 -0.4536 -0.1650 -0.0439

---

Record-wise DFT total energy values, in eV: -69912.7112 -18253.8505